{
  "formula": "C11H16N2",
  "method": "ωB97M-V/def2-TZVPD",
  "charge": 2,
  "multiplicity": 3,
  "s2": 2.042,
  "gap_ev": [7.07, 6.92],
  "symbols": ["C", "C", "C", "C", "C", "C", "C", "C", "C", "C", "C", "N", "N", "H", "H", "H", "H", "H", "H", "H", "H", "H", "H", "H", "H", "H", "H", "H", "H"],
  "positions_angstrom": [[-1.726, 2.906, 0.855], [-1.600, 1.902, -0.135], [-1.002, 2.798, 2.006], [0.060, 1.828, 2.229], [-0.712, 0.793, 0.112], [0.625, -1.172, 0.168], [0.139, 0.780, 1.261], [2.312, -2.881, 0.988], [-0.437, -0.048, -3.247], [1.224, -2.470, -0.112], [-1.175, -0.370, -1.944], [0.901, -0.320, 1.183], [-0.462, -0.248, -0.694], [-2.382, 3.740, 0.860], [-2.241, 1.741, -1.042], [-1.118, 3.669, 2.696], [1.089, 2.264, 2.128], [0.094, 1.527, 3.303], [3.136, -2.311, 1.023], [2.644, -3.959, 0.703], [1.783, -2.959, 1.977], [-1.053, 0.546, -3.984], [0.478, 0.553, -3.238], [-0.361, -1.003, -3.801], [0.297, -3.203, -0.195], [1.613, -2.321, -1.221], [-1.661, -1.423, -1.990], [-1.965, 0.267, -1.794], [1.497, -0.624, 1.903]],
  "forces_ev_per_angstrom": [[0.455, -1.736, -0.416], [-0.991, -0.685, -0.874], [-0.202, 2.301, 0.245], [2.492, 0.130, 2.293], [0.095, 0.534, -0.905], [-1.805, 3.484, -1.220], [-1.426, -0.931, -1.150], [-4.247, -4.310, -0.991], [-0.649, -0.235, -1.847], [-0.479, -0.238, -1.379], [0.325, -3.412, -1.172], [-1.026, -1.298, -1.373], [2.432, -0.840, 3.591], [-0.756, 0.389, -0.823], [0.570, 1.153, 1.251], [0.293, -1.215, -0.206], [-0.444, 0.638, 0.313], [-0.123, -0.295, -0.615], [2.833, 2.356, -0.039], [-0.574, 1.896, 0.617], [0.650, 0.042, -0.821], [0.004, -0.445, 1.227], [0.077, -0.578, 0.576], [0.808, 0.551, 0.292], [1.928, 1.035, 0.138], [-0.455, -0.707, 1.979], [0.982, 1.623, 0.061], [-1.931, 1.241, 0.024], [1.165, -0.450, 1.224]],
  "lowdin_spin": [0.0486, 0.3220, 0.3443, 0.1202, 0.1638, 0.2705, 0.3264, 0.0001, 0.0091, 0.0543, 0.0117, 0.0072, 0.1756, -0.0034, 0.0126, 0.0102, 0.0498, 0.0271, 0.0000, -0.0004, 0.0001, 0.0011, -0.0001, 0.0000, 0.0224, 0.0237, 0.0053, 0.0003, -0.0023]
}